The molecule C4H9NO2, computed with ωB97M-V with the def2-TZVPD basis set.

Output
LUMO energy (eV): 0.9
ΔE to the lowest compared entry with this formula, charge and spin (kJ/mol): 43.2

Structure (XYZ):
```
16
Properties=species:S:1:pos:R:3:forces:R:3
C 1.666 -1.230 -1.140 0.023 -0.044 0.035
C 1.137 0.165 -1.463 0.130 0.048 -0.063
N -0.200 0.388 -0.939 -0.095 -0.077 0.109
C -0.410 0.620 0.390 0.209 0.027 -0.001
O 0.411 1.018 1.189 -0.302 -0.208 -0.287
O -1.706 0.356 0.681 0.080 0.035 -0.081
C -2.086 0.545 2.038 -0.103 0.055 0.271
H 0.961 -1.998 -1.480 0.111 0.106 0.028
H 2.627 -1.414 -1.631 -0.116 0.061 0.081
H 1.801 -1.342 -0.060 -0.019 0.006 -0.150
H 1.794 0.934 -1.050 -0.098 -0.105 -0.033
H 1.090 0.320 -2.547 0.029 -0.009 0.164
H -0.955 -0.103 -1.392 0.057 0.067 0.018
H -3.176 0.482 2.044 0.163 0.025 0.047
H -1.664 -0.241 2.672 -0.024 0.120 -0.096
H -1.755 1.518 2.406 -0.044 -0.108 -0.042
```
Forces are in eV/Å.

A cluster of 2 separate species, C4H9NO2 in total, computed with ωB97M-V with the def2-TZVPD basis set.

Output
LUMO energy (eV): 0.9
ΔE to the lowest compared entry with this formula, charge and spin (kJ/mol): 324.1

Structure (XYZ):
```
16
Properties=species:S:1:pos:R:3:forces:R:3
C 0.112 1.996 -0.529 -0.215 -0.073 0.145
C -0.373 0.698 -1.110 -0.743 0.146 0.131
O 0.481 -0.002 -1.849 -0.411 -0.226 0.805
C 0.869 -0.565 0.943 0.273 -0.342 0.808
C -0.411 -0.994 0.761 0.658 -0.104 -0.186
O -1.329 -0.157 0.324 1.222 0.294 -1.206
N -0.757 -2.333 0.854 -0.031 0.053 -0.017
H 1.194 2.032 -0.351 -0.317 -0.251 -0.083
H -0.418 2.170 0.403 0.026 0.195 -0.011
H -0.139 2.791 -1.243 -0.008 -0.139 0.077
H -1.346 0.649 -1.543 -0.333 0.418 -0.546
H 1.372 -0.006 -1.445 -0.392 -0.025 0.261
H 1.655 -1.280 1.100 0.191 -0.171 0.411
H 0.994 0.443 1.319 0.208 -0.053 -0.391
H -1.739 -2.561 0.904 0.080 0.164 -0.147
H -0.165 -2.880 1.462 -0.209 0.114 -0.049
```
Forces are in eV/Å.

A cluster of 2 separate species, C4H9NO2 in total, computed with ωB97M-V with the def2-TZVPD basis set.

Output
LUMO energy (eV): 0.4
ΔE to the lowest compared entry with this formula, charge and spin (kJ/mol): 621.6

Structure (XYZ):
```
16
Properties=species:S:1:pos:R:3:forces:R:3
C 1.665 -0.405 0.946 -0.234 -0.406 0.063
C 0.626 -0.069 -0.072 -0.542 3.786 1.190
C 0.832 0.403 -1.307 -0.479 -0.648 0.452
H -0.402 -1.341 -0.207 -2.310 -0.643 0.600
H 2.493 -0.941 0.475 -0.107 0.072 0.031
H 1.253 -1.035 1.737 0.008 0.011 -0.068
H 2.040 0.505 1.419 -0.108 -0.032 -0.065
H 1.838 0.450 -1.705 -0.087 -0.444 -0.034
H 0.010 0.615 -1.980 -0.002 0.402 0.145
N -1.343 1.646 0.221 0.438 -0.636 -0.097
C -1.569 -1.192 0.109 1.356 -1.611 -1.566
O -0.679 0.534 0.813 2.305 -0.529 -1.554
O -2.361 -0.920 -0.765 0.255 0.243 0.679
H -1.984 1.235 -0.466 -0.010 0.032 0.010
H -0.618 2.128 -0.315 -0.200 0.042 0.123
H -1.799 -1.613 1.097 -0.284 0.363 0.092
```
Forces are in eV/Å.

A structure of composition C4H9NO2, computed with ωB97M-V with the def2-TZVPD basis set.

Output
LUMO energy (eV): 0.0
ΔE to the lowest compared entry with this formula, charge and spin (kJ/mol): 651.8

Structure (XYZ):
```
16
Properties=species:S:1:pos:R:3:forces:R:3
C 2.100 -0.184 -1.206 0.242 -0.074 -0.075
N 0.763 0.076 -0.714 -0.274 0.161 0.425
C 0.449 0.232 0.498 0.315 -0.161 -0.321
O -0.193 1.665 0.922 -0.029 0.041 -0.070
C -1.357 1.280 0.532 -0.197 -0.011 -0.029
C -1.243 -0.753 0.783 -0.100 0.027 0.250
O -1.474 -1.319 -0.450 0.166 -0.057 -0.093
H 2.266 -1.244 -1.443 -0.099 0.128 0.056
H 2.252 0.383 -2.131 0.005 -0.119 0.160
H 2.879 0.131 -0.498 -0.145 -0.077 -0.063
H 1.021 0.046 1.412 -0.227 -0.057 -0.135
H -2.218 1.746 1.031 0.090 -0.242 0.015
H -1.523 0.955 -0.500 0.047 0.156 0.050
H -0.831 -1.446 1.533 0.091 0.215 -0.126
H -2.226 -0.470 1.208 0.161 0.043 -0.012
H -0.664 -1.098 -0.975 -0.046 0.028 -0.030
```
Forces are in eV/Å.

The molecule C4H9NO2, computed with ωB97M-V with the def2-TZVPD basis set.

Output
LUMO energy (eV): 0.9
ΔE to the lowest compared entry with this formula, charge and spin (kJ/mol): 181.8

Structure (XYZ):
```
16
Properties=species:S:1:pos:R:3:forces:R:3
C -1.816 0.756 0.600 -0.110 0.006 0.010
C -1.562 -0.704 0.218 -0.384 -0.123 0.122
N -0.274 -0.873 -0.464 0.018 0.199 0.081
C 0.713 -0.350 0.366 -0.423 0.702 0.614
O 1.095 -0.825 1.398 -0.385 0.453 -0.431
O 1.220 0.846 -0.181 -0.121 -0.932 0.492
C 2.393 0.278 -0.747 0.744 -0.684 -0.347
H -1.821 1.404 -0.284 -0.056 -0.137 0.113
H -2.773 0.857 1.116 0.033 0.024 -0.050
H -1.031 1.129 1.270 -0.185 -0.099 -0.073
H -1.530 -1.334 1.110 -0.116 0.032 -0.102
H -2.336 -1.085 -0.449 -0.042 0.001 0.104
H -0.259 -0.339 -1.329 -0.190 -0.023 0.161
H 2.601 0.665 -1.743 0.054 0.318 0.144
H 3.219 0.370 -0.045 0.240 0.142 -0.237
H 2.162 -0.796 -0.835 0.923 0.121 -0.601
```
Forces are in eV/Å.

A cluster of 3 separate species, C4H9NO2 in total, computed with ωB97M-V with the def2-TZVPD basis set.

Output
LUMO energy (eV): 0.5
ΔE to the lowest compared entry with this formula, charge and spin (kJ/mol): 838.2

Structure (XYZ):
```
16
Properties=species:S:1:pos:R:3:forces:R:3
C 1.989 -0.201 0.487 -4.090 -5.764 -14.055
C 0.597 -0.892 0.165 0.930 4.077 9.710
C -0.743 0.081 0.209 3.378 1.995 2.497
C -0.940 0.749 -1.085 4.968 -0.913 0.227
H 2.681 -0.872 0.551 4.157 -3.918 0.660
H 2.056 0.451 1.030 -0.316 11.083 12.974
H 2.524 0.752 -0.176 -1.538 -2.949 -0.643
H 0.648 -1.853 1.365 -0.812 2.784 -3.594
H 0.352 -1.413 -0.596 -0.280 -4.135 -5.462
H -0.455 1.132 0.897 -0.743 -2.759 -1.422
H -2.868 -0.412 0.330 1.153 0.881 -0.745
H -2.088 -0.729 1.903 1.306 0.297 -5.405
H -0.169 1.734 -2.321 0.685 0.428 -1.060
N -1.888 -0.632 0.539 -2.653 -2.228 6.769
O 0.273 1.078 -1.775 -2.296 -0.194 1.425
O -1.969 1.027 -1.522 -3.849 1.315 -1.877
```
Forces are in eV/Å.